Computed, not measured: a structure of composition C59H50Cl2KN7O2P2 in a non-equilibrium geometry, with the ωB97M-V functional and the def2-TZVPD basis.

Calculated values
Energy relative to the best compared isomer or geometry (same formula, charge and spin) = 0.0 kcal/mol
Total energy = -5015.1546 Eh
Frontier orbital gap = 5.1 eV
Charge = -2

Atoms and positions in Å:
K  -1.2165  0.7932  0.2810
Cl  -8.4068  1.2442  1.8817
C  -6.9221  1.2825  0.9607
C  -5.7201  1.0651  1.6066
C  -4.4901  1.0806  0.9388
N  -3.3174  0.8202  1.6473
C  -3.3227  -0.1186  2.5656
O  -4.2172  -0.9532  2.8735
C  -2.0515  -0.2728  3.3680
C  -2.1724  -0.5974  4.7230
C  -1.0357  -0.8682  5.4577
C  0.1960  -0.8490  4.8135
C  0.2159  -0.5377  3.4666
N  -0.8700  -0.2359  2.7586
C  -4.4748  1.4205  -0.4532
C  -5.7218  1.6070  -1.0830
C  -6.9208  1.5294  -0.4004
Cl  -8.4174  1.7540  -1.2758
N  -3.2655  1.4982  -1.1125
C  -3.1611  1.9653  -2.3477
O  -4.0105  2.4901  -3.1005
C  -1.7617  1.8327  -2.9321
C  -1.5725  2.2457  -4.2545
C  -0.3305  2.1076  -4.8456
C  0.7061  1.5661  -4.0969
C  0.4359  1.2056  -2.7877
N  -0.7598  1.3285  -2.2115
H  -5.7251  0.8556  2.6653
H  -3.1610  -0.6431  5.1572
H  -1.1017  -1.1140  6.5115
H  1.1138  -1.0665  5.3448
H  1.1443  -0.5370  2.9052
H  -5.7253  1.8318  -2.1367
H  -2.4221  2.6570  -4.7800
H  -0.1647  2.4127  -5.8726
H  1.7005  1.4341  -4.5043
H  1.2245  0.7921  -2.1670
C  2.7829  -0.4814  -0.0249
N  2.7408  -0.8765  -1.4381
C  1.6759  -1.7402  -1.9234
P  0.0440  -1.7239  -0.9888
C  -0.9278  -2.4510  -2.3894
C  -1.6703  -3.6273  -2.2802
C  -2.5131  -4.0415  -3.2998
C  -2.6398  -3.2880  -4.4573
C  -1.9062  -2.1194  -4.5861
C  -1.0625  -1.7096  -3.5649
C  0.2403  -3.2481  0.0427
C  -0.2698  -3.2062  1.3370
C  -0.1995  -4.3127  2.1731
C  0.3897  -5.4844  1.7236
C  0.9021  -5.5412  0.4334
C  0.8227  -4.4356  -0.3992
C  3.8407  -0.7523  -2.2304
C  3.9112  -1.2779  -3.5434
C  5.0516  -1.1389  -4.3153
C  6.1780  -0.4839  -3.8352
C  6.1312  0.0247  -2.5415
C  5.0047  -0.1079  -1.7557
P  1.9977  1.4492  0.9311
C  2.5573  2.6054  -0.3932
C  1.5793  3.3660  -1.0361
C  1.9028  4.2718  -2.0339
C  3.2240  4.4315  -2.4245
C  4.2091  3.6790  -1.8029
C  3.8795  2.7842  -0.7940
C  3.4799  1.3734  2.0559
C  4.1949  2.5405  2.3487
C  5.2595  2.5354  3.2353
C  5.6270  1.3611  3.8796
C  4.9229  0.1977  3.6142
C  3.8708  0.2048  2.7070
H  3.7658  -0.7715  0.3796
H  2.0495  -1.1185  0.4831
H  2.0440  -2.7731  -2.0052
H  1.3948  -1.4248  -2.9299
H  -1.6155  -4.2194  -1.3771
H  -3.0931  -4.9495  -3.1809
H  -3.3143  -3.6016  -5.2451
H  -2.0059  -1.5088  -5.4755
H  -0.5209  -0.7813  -3.6806
H  -0.7389  -2.2947  1.6758
H  -0.6121  -4.2578  3.1742
H  0.4495  -6.3518  2.3707
H  1.3611  -6.4550  0.0735
H  1.2042  -4.5114  -1.4105
H  3.0736  -1.8043  -3.9759
H  5.0612  -1.5633  -5.3135
H  7.0687  -0.3860  -4.4436
H  6.9982  0.5348  -2.1350
H  5.0076  0.2873  -0.7525
H  0.5451  3.2410  -0.7447
H  1.1161  4.8342  -2.5239
H  3.4812  5.1329  -3.2096
H  5.2441  3.7879  -2.1079
H  4.6681  2.2244  -0.3132
H  3.8866  3.4720  1.8949
H  5.8004  3.4541  3.4334
H  6.4531  1.3534  4.5815
H  5.1940  -0.7243  4.1165
H  3.3412  -0.7202  2.5131
C  -4.3491  -3.7982  1.6907
N  -4.5919  -2.9808  0.5012
C  -5.9480  -2.4322  0.3796
C  -3.5838  -2.1696  0.1806
N  -2.6364  -1.6078  -0.1744
H  -5.0925  -4.5962  1.7204
H  -4.4204  -3.1917  2.5984
H  -3.3551  -4.2411  1.6276
H  -6.6543  -3.2641  0.3836
H  -6.0353  -1.8893  -0.5612
H  -6.1602  -1.7479  1.2009
C  -0.0292  4.6920  3.9033
C  0.4149  3.4343  4.2927
C  1.0803  2.6282  3.3855
C  1.3291  3.0055  2.0587
C  0.8830  4.2829  1.7069
C  0.2202  5.1119  2.6081
H  -0.5542  5.3342  4.6012
H  0.2370  3.0843  5.3044
H  1.4458  1.6679  3.7272
H  1.0661  4.6709  0.7122
H  -0.1029  6.0991  2.2928

Computed, not measured: a structure of composition C59H53HgN2O2P4S3, with the ωB97M-V functional and the def2-TZVPD basis.

Calculated values
Energy relative to the best compared isomer or geometry (same formula, charge and spin) = 88.4 kcal/mol
Total energy = -5253.4793 Eh
Frontier orbital gap (spin up / spin down) = 6.3 / 6.3 eV
2S+1 = 2
Charge = -2

Atoms and positions in Å:
Hg  -0.6929  -0.6609  -0.2076
S  0.6052  0.7678  2.1837
P  1.4353  -1.0360  1.9788
C  1.1355  -1.7000  0.4577
P  1.3718  -3.2192  -0.2345
S  0.7244  -3.3655  -2.1160
C  3.1505  -3.6660  -0.1641
C  3.7358  -4.1191  1.0173
C  5.1059  -4.3224  1.1010
C  5.9136  -4.0620  0.0021
C  5.3400  -3.6116  -1.1800
C  3.9663  -3.4228  -1.2643
C  0.5937  -4.6017  0.6970
C  -0.6356  -4.3586  1.3057
C  -1.3057  -5.3772  1.9704
C  -0.7598  -6.6508  2.0345
C  0.4568  -6.9071  1.4137
C  1.1228  -5.8904  0.7442
C  3.2165  -0.8875  2.3631
C  4.1188  -0.8629  1.3052
C  5.4747  -0.6737  1.5398
C  5.9397  -0.5086  2.8361
C  5.0413  -0.5156  3.8984
C  3.6865  -0.6957  3.6610
C  0.8006  -2.1001  3.3455
C  -0.5630  -2.0240  3.6369
C  -1.1417  -2.8928  4.5469
C  -0.3702  -3.8584  5.1835
C  0.9838  -3.9473  4.8999
C  1.5634  -3.0711  3.9880
H  3.1112  -4.3196  1.8797
H  5.5440  -4.6675  2.0303
H  6.9860  -4.2061  0.0675
H  5.9651  -3.4090  -2.0426
H  3.5006  -3.0822  -2.1831
H  -1.0879  -3.3756  1.2518
H  -2.2583  -5.1616  2.4395
H  -1.2820  -7.4427  2.5598
H  0.8887  -7.9012  1.4468
H  2.0637  -6.1064  0.2512
H  3.7404  -0.9832  0.2978
H  6.1639  -0.6653  0.7029
H  6.9988  -0.3668  3.0208
H  5.3977  -0.3710  4.9119
H  2.9849  -0.6821  4.4870
H  -1.1737  -1.2926  3.1179
H  -2.2051  -2.8239  4.7460
H  -0.8258  -4.5429  5.8900
H  1.5946  -4.7019  5.3828
H  2.6249  -3.1442  3.7838
C  1.0868  6.5116  -0.0931
S  1.5864  5.9503  -1.7351
C  0.2112  4.8284  -2.0849
C  0.4608  4.0150  -3.3451
C  -0.7201  3.0639  -3.5744
N  -1.0173  2.2227  -2.4401
P  -1.9557  2.7227  -0.0289
C  -2.9364  4.2679  -0.3496
C  -3.3793  4.5723  -1.6382
C  -3.9943  5.7848  -1.9203
C  -4.1774  6.7264  -0.9179
C  -3.7374  6.4405  0.3667
C  -3.1161  5.2299  0.6456
C  -3.2212  1.4439  -0.4966
C  -3.7806  1.2582  -1.7627
C  -4.9455  0.4776  -2.0701
C  -5.4386  -0.6097  -1.4406
C  -4.6708  -1.3940  -0.4526
C  -3.5237  0.6562  0.5993
P  -0.3560  0.7701  -2.2412
C  1.4759  0.8404  -2.1734
C  2.0051  1.7584  -1.2637
C  3.3723  1.8626  -1.0749
C  4.2355  1.0353  -1.7849
C  3.7177  0.0886  -2.6552
C  2.3426  -0.0162  -2.8443
C  -0.7310  -0.2589  -3.7058
C  -1.7720  -1.1819  -3.6100
C  -2.1940  -1.8952  -4.7214
C  -1.5769  -1.6979  -5.9493
C  -0.5381  -0.7843  -6.0597
C  -0.1200  -0.0676  -4.9452
H  1.9745  6.8008  0.4681
H  0.6047  5.6894  0.4374
H  0.3972  7.3549  -0.1347
H  -0.7172  5.3988  -2.1812
H  0.0951  4.1442  -1.2416
H  1.3920  3.4533  -3.2368
H  0.5737  4.6749  -4.2138
H  -0.5625  2.5157  -4.5164
H  -1.5962  3.7036  -3.7669
H  -3.2337  3.8516  -2.4316
H  -4.3302  5.9929  -2.9300
H  -4.6569  7.6738  -1.1347
H  -3.8758  7.1634  1.1627
H  -2.7916  5.0328  1.6584
H  -3.3801  1.8564  -2.5687
H  -5.4979  0.8331  -2.9384
H  -6.3766  -1.0304  -1.7951
H  -4.4376  -2.4105  -0.7707
H  -2.5081  0.4895  2.4608
H  1.3323  2.3793  -0.6809
H  3.7600  2.5734  -0.3555
H  5.3065  1.1082  -1.6313
H  4.3815  -0.5873  -3.1830
H  1.9498  -0.7946  -3.4841
H  -2.2472  -1.3512  -2.6495
H  -2.9954  -2.6170  -4.6211
H  -1.8968  -2.2637  -6.8166
H  -0.0444  -0.6321  -7.0127
H  0.7044  0.6290  -5.0367
O  -4.9707  -1.3366  0.9616
C  -3.6964  -0.8169  0.4666
O  -2.5733  -1.4617  0.7930
C  -3.1563  1.2100  1.9354
C  -4.2809  1.6122  2.8608
C  -3.9295  2.4243  3.8698
C  -2.6012  3.0091  3.9111
C  -1.9078  3.0627  2.7428
N  -2.3650  2.4010  1.6498
H  -5.2861  1.2376  2.7134
H  -4.6588  2.7203  4.6176
H  -2.2267  3.5118  4.7913
H  -1.0080  3.6595  2.6137

Number 2 is which compound? C59H53HgN2O2P4S3